[1]
Formula: C29H17BrNO11PS
Source: the Open Molecules 2025 dataset
Level of theory: ωB97M-V/def2-TZVPD

Positions of all 61 atoms, in Å:
O (1.958, 2.459, 5.647)
C (0.853, 1.917, 5.064)
N (-0.201, 1.328, 4.355)
C (0.536, 0.451, 3.320)
C (0.853, 1.176, 1.877)
Br (0.251, 3.068, 1.524)
C (1.674, 0.314, 0.749)
C (2.122, -1.214, 1.140)
C (1.803, -1.949, 2.606)
C (0.969, -1.078, 3.748)
P (0.611, -1.887, 5.467)
O (2.093, -2.466, 6.258)
O (-0.092, -0.737, 6.623)
S (-0.715, -3.351, 5.356)
C (2.382, -3.469, 2.811)
O (1.816, -4.455, 3.511)
C (3.817, -3.826, 2.033)
C (4.080, -3.170, 0.691)
C (2.969, -2.117, 0.015)
O (2.740, -2.028, -1.307)
H (1.927, 0.843, -0.278)
H (2.777, -2.712, 5.567)
H (-1.072, -0.709, 6.340)
H (4.573, -4.554, 2.551)
H (5.096, -3.381, 0.149)
C (-2.237, 5.621, 8.625)
C (-2.182, 5.648, 7.290)
C (-1.753, 4.466, 6.516)
O (-1.700, 4.491, 5.294)
C (-1.390, 3.253, 7.275)
C (-1.445, 3.226, 8.610)
C (-1.874, 4.408, 9.383)
O (-1.927, 4.383, 10.605)
H (-2.549, 6.479, 9.207)
H (-2.446, 6.531, 6.719)
H (-1.078, 2.395, 6.693)
H (-1.181, 2.344, 9.181)
C (0.105, -0.682, -2.825)
C (0.631, -1.106, -3.978)
C (0.275, -0.472, -5.263)
O (0.754, -0.861, -6.319)
C (-0.683, 0.651, -5.223)
C (-1.209, 1.076, -4.070)
C (-0.853, 0.441, -2.786)
O (-1.332, 0.831, -1.730)
H (0.355, -1.136, -1.875)
H (1.336, -1.928, -4.024)
H (-0.934, 1.106, -6.174)
H (-1.914, 1.898, -4.025)
C (-1.221, -1.244, -8.968)
C (-0.384, -2.142, -9.496)
C (-0.651, -2.758, -10.811)
O (0.113, -3.582, -11.293)
C (-1.877, -2.342, -11.520)
C (-2.714, -1.443, -10.992)
C (-2.447, -0.827, -9.677)
O (-3.212, -0.004, -9.194)
H (-1.041, -0.783, -8.004)
H (0.519, -2.458, -8.988)
H (-2.058, -2.802, -12.483)
H (-3.618, -1.128, -11.500)

## Properties
Charge ... 0
LUMO level ... -2.646 eV

For reference, the Mulliken charges in units of e are: -0.5065, 0.8688, -0.3256, -0.1618, -0.1268, -0.0733, -0.3777, 0.0806, 0.3390, 0.5027, 0.6828, -0.5328, -0.4564, -0.3300, 0.1415, -0.4284, -0.3532, -0.4000, 0.2325, -0.4697, 0.3462, 0.3575, 0.3528, 0.3273, 0.3142, -0.3580, -0.4150, 0.3794, -0.5526, 0.0335, -0.4947, 0.3655, -0.5482, 0.4052, 0.4071, 0.3346, 0.4412, -0.3072, -0.3465, 0.4360, -0.5669, -0.2148, -0.5033, 0.3341, -0.5533, 0.4335, 0.4586, 0.4393, 0.4165, -0.0734, -0.3519, 0.3472, -0.5472, -0.3968, -0.3765, 0.4001, -0.5561, 0.2395, 0.4713, 0.4063, 0.4097

=====

[2]
Formula: C29H18AuN8OSe
Source: the Open Molecules 2025 dataset
Level of theory: ωB97M-V/def2-TZVPD

Positions of all 58 atoms, in Å:
Au (1.150, 0.024, 0.390)
Se (-1.901, -6.937, 3.952)
N (-1.411, -5.370, 4.677)
C (-0.856, -4.666, 3.730)
C (-0.340, -3.324, 3.937)
C (-0.413, -2.659, 5.161)
C (0.090, -1.377, 5.248)
C (0.645, -0.793, 4.108)
N (0.728, -1.408, 2.943)
C (0.249, -2.652, 2.855)
C (0.353, -3.306, 1.547)
N (0.942, -2.599, 0.594)
C (1.026, -3.058, -0.634)
C (0.522, -4.335, -0.975)
C (-0.066, -5.085, 0.009)
C (-0.170, -4.582, 1.318)
C (-0.780, -5.294, 2.417)
N (-1.279, -6.497, 2.328)
H (-0.863, -3.155, 6.011)
H (0.052, -0.822, 6.175)
H (1.028, 0.222, 4.137)
H (1.766, -2.627, -2.478)
H (0.603, -4.707, -1.989)
H (-0.462, -6.068, -0.210)
N (3.717, 1.681, -3.246)
C (3.349, 1.009, -2.099)
O (3.554, 1.508, -1.007)
C (2.751, -0.328, -2.300)
C (2.832, -0.926, -3.581)
N (2.833, -1.449, -4.614)
C (2.107, -0.967, -1.265)
N (1.650, -2.246, -1.545)
H (3.296, 1.411, -4.120)
H (3.866, 2.667, -3.100)
N (-0.651, 1.139, 0.347)
C (-0.882, 2.155, -0.360)
C (0.128, 3.139, -0.907)
C (-0.087, 3.804, -2.116)
C (0.868, 4.666, -2.635)
C (2.049, 4.893, -1.943)
C (2.272, 4.240, -0.738)
C (1.322, 3.368, -0.232)
C (-2.316, 2.446, -0.726)
C (-2.864, 3.725, -0.644)
C (-4.206, 3.944, -0.923)
C (-5.019, 2.888, -1.308)
C (-4.482, 1.610, -1.400)
C (-3.146, 1.392, -1.103)
H (-1.004, 3.631, -2.666)
H (0.686, 5.160, -3.583)
H (2.797, 5.569, -2.344)
H (3.201, 4.389, -0.203)
H (1.504, 2.824, 0.686)
H (-2.230, 4.555, -0.355)
H (-4.618, 4.943, -0.841)
H (-6.064, 3.059, -1.536)
H (-5.111, 0.780, -1.702)
H (-2.715, 0.399, -1.140)

## Properties
Charge ... -1
Energy relative to the best compared isomer or geometry (same formula, charge and spin) ... 0.3358 eV
LUMO level ... 1.372 eV

For reference, the Mulliken charges in units of e are: 0.2917, 0.1652, -0.8776, 0.8805, 0.7541, -0.6368, -0.5589, -0.4107, -0.2337, -0.1047, -0.6604, -0.2246, 0.6059, -0.7572, -0.8710, 0.6237, 0.8494, -0.8678, 0.4852, 0.3938, 0.4240, 0.2965, 0.4322, 0.4856, -0.4691, 0.3896, -0.5852, 0.7436, -0.0829, -0.6261, -0.6165, 0.0597, 0.2011, 0.2507, -0.7845, -0.0528, 0.2934, -0.2925, -0.6171, -0.4975, -0.5150, -0.3305, 0.2642, -0.1119, -0.6719, -0.3513, -0.5675, -0.3197, 0.4439, 0.3727, 0.3930, 0.3112, 0.3338, 0.4337, 0.3555, 0.3586, 0.3586, 0.4441

=====

| no. | frontier orbital gap (eV) | DFT total energy (eV) |
| --- | --- | --- |
| 1 | 6.443 | -144510.103 |
| 2 | 5.139 | -113373.462 |